Density functional theory data (wB97M-V/def2-TZVPD) for 2 unconnected molecules or ions with the total composition C4H8O5 at a distorted geometry.

The geometry in XYZ format:
```
17
Properties=species:S:1:pos:R:3:forces:R:3
C -2.154343 0.766245 -0.386229 -0.114 0.088 0.576
C -1.061967 -0.235126 -0.252504 0.943 0.720 -0.838
O -1.234404 -1.314691 0.574549 -0.219 -0.266 -0.194
C 0.105218 -0.090523 -0.914261 -1.478 -0.974 -0.034
O 0.421715 1.047443 -1.592609 1.456 0.670 0.166
H -2.774916 0.526952 -1.251282 -0.098 0.001 0.034
H -2.779555 0.803516 0.515093 0.060 0.059 -0.169
H -1.712005 1.745605 -0.556448 -0.064 0.031 -0.023
H -2.178862 -1.457371 0.715034 0.154 -0.009 -0.018
H 0.698799 -0.985807 -1.073697 0.218 0.213 0.160
H 1.334338 1.332605 -1.232269 -1.788 -0.520 -0.691
O 2.409997 0.915309 0.130369 -0.330 -0.418 0.376
C 1.881469 0.018407 0.754742 1.658 0.228 0.536
O 1.088502 0.215419 1.800036 -0.088 -0.050 -0.040
O 2.251214 -1.278941 0.646209 -0.175 -0.182 0.334
H 0.725740 -0.630555 2.106141 0.034 0.064 -0.128
H 2.979060 -1.378487 0.017126 -0.170 0.346 -0.048
```
Positions in Å, forces in eV/Å.

Summary:
SMILES ... C/C(O)=C\O.O=C(O)O
Highest occupied orbital energy ... -8.18 eV
Multiplicity ... 1
Energy relative to the best compared isomer or geometry (same formula, charge and spin) ... 30.6 kcal/mol